## 1
A cluster of 14 separate species, C28H84O14 in total. Source: OMol25; level of theory: ωB97M-V/def2-TZVPD.

Output
HOMO-LUMO gap (eV): 10.00
LUMO level (eV): -0.1
Net charge: 0

Each line ends with the Löwdin charge.
Atoms and positions in Å:
C1 6.704 -2.468 -1.248  -0.08
C2 5.643 -3.565 -1.062  -0.32
O1 4.536 -3.439 -1.927  -0.09
H1 6.311 -1.494 -1.538  0.07
H2 7.489 -2.706 -1.965  0.07
H3 7.059 -2.122 -0.277  0.07
H4 5.314 -3.722 -0.035  0.10
H5 6.045 -4.539 -1.338  0.10
H6 3.830 -4.056 -1.722  0.08
C3 3.696 -4.978 5.435  -0.08
C4 4.511 -6.209 4.978  -0.32
O2 5.074 -7.066 5.976  -0.07
H7 3.314 -4.384 4.605  0.06
H8 4.250 -4.297 6.080  0.07
H9 2.727 -5.320 5.798  0.07
H10 5.200 -5.972 4.167  0.10
H11 3.903 -6.911 4.409  0.10
H12 5.937 -6.695 6.170  0.08
C5 3.940 2.329 -6.594  -0.09
C6 4.235 1.433 -5.434  -0.35
O3 3.011 1.094 -4.848  -0.09
H13 2.914 2.690 -6.526  0.08
H14 3.981 1.791 -7.541  0.07
H15 4.553 3.230 -6.573  0.07
H16 4.763 1.975 -4.649  0.11
H17 4.731 0.536 -5.804  0.11
H18 3.088 0.185 -4.549  0.08
C7 -6.960 -4.143 -1.985  -0.10
C8 -6.263 -4.611 -0.752  -0.37
O4 -4.956 -4.166 -0.867  -0.07
H19 -8.027 -4.363 -2.023  0.08
H20 -6.560 -4.743 -2.803  0.07
H21 -6.722 -3.106 -2.222  0.08
H22 -6.414 -5.666 -0.523  0.11
H23 -6.694 -4.037 0.068  0.11
H24 -4.774 -3.782 -0.006  0.09
C9 -6.867 0.584 2.356  -0.10
C10 -7.812 0.676 1.195  -0.30
O5 -8.805 1.754 1.354  -0.09
H25 -6.103 -0.190 2.277  0.07
H26 -7.605 0.229 3.076  0.07
H27 -6.408 1.466 2.803  0.07
H28 -8.408 -0.227 1.324  0.10
H29 -7.396 0.653 0.187  0.11
H30 -8.523 2.523 0.853  0.07
C11 -2.169 -7.336 5.048  -0.06
C12 -1.947 -6.251 3.865  -0.30
O6 -2.764 -5.128 4.043  -0.09
H31 -3.117 -7.853 4.901  0.06
H32 -2.148 -6.853 6.025  0.06
H33 -1.371 -8.079 5.072  0.06
H34 -2.342 -6.725 2.966  0.10
H35 -0.912 -5.998 3.636  0.10
H36 -2.620 -4.822 4.941  0.08
C13 7.797 3.460 3.415  -0.09
C14 6.256 3.235 3.335  -0.31
O7 5.658 4.455 3.753  -0.08
H37 8.387 2.581 3.158  0.06
H38 8.153 3.761 4.400  0.07
H39 8.185 4.160 2.674  0.07
H40 6.047 2.429 4.038  0.10
H41 5.934 2.883 2.355  0.10
H42 4.730 4.462 3.509  0.08
C15 -2.726 -1.415 -5.910  -0.08
C16 -1.787 -1.509 -7.184  -0.32
O8 -1.816 -0.357 -7.994  -0.07
H43 -2.318 -0.697 -5.199  0.06
H44 -2.854 -2.358 -5.378  0.07
H45 -3.632 -1.047 -6.391  0.06
H46 -2.152 -2.406 -7.685  0.10
H47 -0.771 -1.664 -6.821  0.10
H48 -2.638 -0.363 -8.489  0.08
C17 2.547 7.916 -3.918  -0.09
C18 1.474 8.083 -5.074  -0.28
O9 1.516 9.445 -5.540  -0.09
H49 2.267 6.978 -3.439  0.06
H50 2.483 8.552 -3.034  0.07
H51 3.543 7.915 -4.361  0.06
H52 0.520 7.901 -4.579  0.10
H53 1.642 7.328 -5.841  0.10
H54 2.371 9.596 -5.950  0.07
C19 -5.252 5.328 -5.980  -0.09
C20 -4.602 4.211 -5.232  -0.38
O10 -4.188 4.796 -4.039  -0.07
H55 -4.397 5.953 -6.241  0.08
H56 -5.984 5.721 -5.275  0.08
H57 -5.824 5.127 -6.886  0.07
H58 -3.790 3.760 -5.803  0.11
H59 -5.255 3.353 -5.073  0.10
H60 -3.670 4.190 -3.504  0.09
C21 0.087 7.961 3.849  -0.09
C22 -0.397 7.068 2.735  -0.35
O11 0.516 6.053 2.506  -0.08
H61 1.013 8.504 3.659  0.07
H62 0.386 7.444 4.761  0.07
H63 -0.655 8.719 4.098  0.07
H64 -0.393 7.606 1.787  0.11
H65 -1.364 6.611 2.943  0.11
H66 0.355 5.565 1.696  0.09
C23 0.177 0.245 1.840  -0.09
C24 -0.462 0.390 0.456  -0.31
O12 -0.055 1.608 -0.180  -0.09
H67 1.251 0.151 1.679  0.07
H68 -0.116 -0.680 2.337  0.07
H69 0.041 1.059 2.551  0.07
H70 -1.550 0.385 0.518  0.10
H71 -0.186 -0.468 -0.156  0.11
H72 0.449 1.478 -0.986  0.08
C25 0.477 -7.665 -3.823  -0.10
C26 0.343 -7.731 -2.334  -0.30
O13 0.083 -6.381 -1.801  -0.10
H73 1.469 -7.265 -4.031  0.08
H74 -0.334 -7.049 -4.212  0.08
H75 0.395 -8.679 -4.215  0.07
H76 1.244 -8.112 -1.854  0.10
H77 -0.406 -8.440 -1.980  0.10
H78 -0.858 -6.189 -1.793  0.07
C27 -0.210 2.391 8.307  -0.11
C28 0.605 1.614 9.328  -0.31
O14 -0.299 0.695 9.946  -0.10
H79 -0.706 1.736 7.591  0.08
H80 0.387 3.118 7.757  0.07
H81 -0.932 2.997 8.854  0.07
H82 1.020 2.237 10.120  0.12
H83 1.189 0.971 8.671  0.11
H84 -0.495 1.160 10.763  0.07


## 2
A cluster of 14 separate species, C28H84O14 in total. Source: OMol25; level of theory: ωB97M-V/def2-TZVPD.

Output
HOMO-LUMO gap (eV): 10.07
LUMO level (eV): 0.0
Net charge: 0

Each line ends with the Löwdin charge.
Atoms and positions in Å:
C1 4.945 -2.293 -4.751  -0.09
C2 4.544 -1.253 -5.817  -0.32
O1 5.696 -0.519 -6.246  -0.08
H1 5.271 -1.724 -3.880  0.07
H2 5.733 -2.978 -5.064  0.07
H3 4.139 -2.940 -4.405  0.07
H4 3.777 -0.617 -5.376  0.11
H5 4.131 -1.799 -6.666  0.10
H6 5.375 0.385 -6.280  0.07
C3 -8.576 -1.450 -0.588  -0.09
C4 -7.270 -2.095 -0.119  -0.34
O2 -6.807 -2.906 -1.142  -0.08
H7 -9.017 -0.939 0.268  0.07
H8 -9.268 -2.194 -0.983  0.07
H9 -8.510 -0.680 -1.357  0.07
H10 -7.500 -2.754 0.718  0.11
H11 -6.533 -1.352 0.185  0.11
H12 -7.469 -3.569 -1.352  0.08
C5 -2.393 -9.561 0.983  -0.08
C6 -3.337 -8.504 0.383  -0.32
O3 -2.769 -7.198 0.442  -0.09
H13 -1.460 -9.580 0.419  0.07
H14 -2.790 -10.576 1.002  0.07
H15 -2.164 -9.328 2.022  0.07
H16 -4.309 -8.513 0.875  0.10
H17 -3.488 -8.727 -0.673  0.10
H18 -3.361 -6.667 -0.096  0.08
C7 -5.297 3.529 -4.161  -0.09
C8 -5.666 4.611 -5.182  -0.32
O4 -7.080 4.748 -5.197  -0.09
H19 -5.468 3.933 -3.163  0.07
H20 -4.230 3.314 -4.224  0.07
H21 -5.856 2.597 -4.238  0.07
H22 -5.449 4.278 -6.197  0.10
H23 -5.077 5.516 -5.039  0.11
H24 -7.370 3.924 -5.596  0.08
C9 -1.705 -5.083 -6.900  -0.10
C10 -1.344 -4.587 -8.270  -0.38
O5 -2.227 -5.269 -9.064  -0.06
H25 -2.750 -4.866 -6.680  0.08
H26 -1.085 -4.525 -6.198  0.07
H27 -1.507 -6.146 -6.759  0.08
H28 -0.313 -4.883 -8.463  0.11
H29 -1.426 -3.501 -8.330  0.11
H30 -2.261 -4.728 -9.856  0.09
C11 -6.839 6.278 2.016  -0.09
C12 -6.497 5.197 3.020  -0.35
O6 -5.661 5.734 4.006  -0.07
H31 -5.963 6.603 1.454  0.07
H32 -7.292 7.112 2.551  0.08
H33 -7.527 5.879 1.270  0.07
H34 -5.988 4.374 2.519  0.11
H35 -7.440 4.846 3.439  0.11
H36 -5.408 5.072 4.653  0.08
C13 4.328 6.509 6.508  -0.09
C14 4.555 7.939 7.042  -0.34
O7 5.762 8.001 7.740  -0.08
H37 4.016 5.781 7.257  0.07
H38 5.198 6.152 5.957  0.07
H39 3.523 6.508 5.773  0.06
H40 3.743 8.162 7.735  0.10
H41 4.463 8.762 6.333  0.11
H42 5.578 7.617 8.601  0.08
C15 0.514 3.887 -8.122  -0.10
C16 1.765 4.168 -8.972  -0.31
O8 2.841 4.240 -8.066  -0.09
H43 0.287 4.752 -7.500  0.07
H44 0.494 2.971 -7.532  0.07
H45 -0.357 3.730 -8.758  0.06
H46 1.626 5.119 -9.486  0.11
H47 1.921 3.346 -9.671  0.11
H48 2.909 5.133 -7.718  0.08
C17 -0.206 0.058 -0.143  -0.09
C18 -0.383 0.811 1.195  -0.30
O9 0.916 1.297 1.540  -0.09
H49 -1.150 -0.322 -0.532  0.06
H50 0.332 -0.866 0.069  0.07
H51 0.335 0.602 -0.918  0.07
H52 -0.765 0.115 1.941  0.11
H53 -1.024 1.688 1.111  0.10
H54 0.950 2.186 1.178  0.08
C19 4.795 -2.519 7.288  -0.09
C20 3.348 -2.493 6.818  -0.34
O10 2.732 -3.595 7.419  -0.07
H55 5.229 -1.523 7.200  0.07
H56 5.455 -3.204 6.756  0.07
H57 4.867 -2.732 8.355  0.07
H58 3.232 -2.578 5.737  0.11
H59 2.876 -1.552 7.099  0.10
H60 1.997 -3.778 6.829  0.08
C21 -3.706 -4.416 7.416  -0.09
C22 -3.717 -4.705 5.935  -0.38
O11 -2.453 -4.910 5.473  -0.06
H61 -3.246 -5.224 7.984  0.07
H62 -4.687 -4.333 7.885  0.07
H63 -3.183 -3.477 7.599  0.07
H64 -4.073 -3.826 5.398  0.11
H65 -4.383 -5.537 5.707  0.11
H66 -2.398 -5.152 4.546  0.09
C23 3.715 -6.450 1.053  -0.11
C24 5.004 -5.728 1.233  -0.34
O12 5.902 -6.259 0.266  -0.07
H67 3.054 -6.105 0.259  0.07
H68 3.104 -6.345 1.949  0.07
H69 3.870 -7.505 0.825  0.08
H70 5.389 -5.859 2.244  0.11
H71 4.761 -4.667 1.174  0.11
H72 6.750 -5.838 0.424  0.08
C25 -0.227 8.229 -1.729  -0.11
C26 -0.016 6.837 -1.196  -0.33
O13 0.806 7.085 -0.088  -0.08
H73 0.675 8.780 -1.995  0.08
H74 -0.711 8.899 -1.019  0.07
H75 -0.871 8.124 -2.603  0.07
H76 0.381 6.178 -1.968  0.11
H77 -0.988 6.405 -0.954  0.11
H78 0.329 7.686 0.488  0.08
C27 8.202 0.736 2.536  -0.09
C28 9.464 1.490 2.834  -0.36
O14 10.572 0.737 2.414  -0.08
H79 8.031 0.527 1.480  0.08
H80 7.356 1.236 3.007  0.08
H81 8.346 -0.209 3.059  0.07
H82 9.616 1.829 3.859  0.11
H83 9.468 2.421 2.266  0.10
H84 11.295 1.351 2.262  0.08


Energy comparison, zero being the most stable, in kJ/mol: 1 121.0; 2 0.0.


## 1
The molecule C2H3ClFP. Source: OMol25; level of theory: ωB97M-V/def2-TZVPD.

Output
HOMO-LUMO gap (eV): 10.14
LUMO level (eV): -0.1
Net charge: 0

Each line ends with the Löwdin charge.
Atoms and positions in Å:
F1 -1.507 -1.501 -0.543  -0.37
P1 -0.236 -1.313 0.511  0.96
C1 -0.338 0.513 0.518  -0.42
C2 0.465 -0.035 -0.521  -0.69
Cl1 2.458 0.313 -0.008  0.28
H1 0.162 0.780 1.433  0.05
H2 -1.130 1.199 0.180  0.10
H3 0.125 0.044 -1.570  0.10


## 2
A structure of composition C2H3ClFP. Source: OMol25; level of theory: ωB97M-V/def2-TZVPD.

Output
HOMO-LUMO gap (alpha / beta) (eV): 7.77 / 7.77
LUMO level (alpha / beta) (eV): -0.2 / -0.2
Net charge: 0

Each line ends with the Löwdin charge.
Atoms and positions in Å:
C1 0.105 -0.516 0.528  -0.52
C2 -0.813 0.071 -0.476  -0.73
F1 2.135 0.594 -0.680  -0.44
P1 1.124 1.087 0.519  0.91
Cl1 -2.328 0.709 -0.039  0.60
H1 -0.364 -0.706 1.489  0.06
H2 0.694 -1.361 0.177  0.07
H3 -0.555 0.123 -1.518  0.05


Energy comparison, zero being the most stable, in kJ/mol: 1 0.0; 2 19.5.


## 1
A cluster of 2 separate species, C2H9NS2 in total. Source: OMol25; level of theory: ωB97M-V/def2-TZVPD.

Output
HOMO-LUMO gap (eV): 9.42
LUMO level (eV): 0.6
Net charge: 0

Each line ends with the Löwdin charge.
Atoms and positions in Å:
C1 4.347 0.472 -0.194  -0.53
S1 3.013 -0.656 -0.096  0.33
S2 2.159 -1.250 -1.843  0.28
H1 4.957 0.233 -1.110  0.05
H2 4.928 0.629 0.721  0.03
H3 3.869 1.507 -0.162  0.04
H4 2.539 -2.529 -2.047  -0.20
C2 -3.970 -0.051 0.270  -0.20
N1 -3.207 0.337 1.468  -0.06
H5 -3.945 0.759 -0.566  0.09
H6 -5.019 -0.386 0.419  0.08
H7 -3.483 -0.852 -0.242  0.04
H8 -2.416 0.998 1.334  0.08
H9 -3.771 0.790 2.048  -0.02


## 2
A cluster of 2 separate species, C2H9NS2 in total. Source: OMol25; level of theory: ωB97M-V/def2-TZVPD.

Output
HOMO-LUMO gap (eV): 9.33
LUMO level (eV): 0.1
Net charge: 0

Each line ends with the Löwdin charge.
Atoms and positions in Å:
C1 -2.437 -0.270 0.105  -0.58
S1 -3.596 -1.584 0.377  0.40
S2 -4.214 -1.685 -1.733  0.31
H1 -1.896 -0.129 1.034  0.02
H2 -1.773 -0.468 -0.744  0.03
H3 -3.054 0.647 0.004  0.03
H4 -3.311 -2.585 -2.169  -0.21
C2 3.262 1.218 0.284  -0.21
N1 2.322 0.106 0.609  -0.08
H5 4.217 0.708 -0.282  0.11
H6 2.805 1.748 -0.606  0.08
H7 3.664 1.753 1.039  0.01
H8 1.428 0.604 0.512  0.05
H9 2.584 -0.063 1.571  0.04


Energy comparison, zero being the most stable, in kJ/mol: 1 14.8; 2 0.0.


## 1
A cluster of 2 separate species, C2H9NS2 in total. Source: OMol25; level of theory: ωB97M-V/def2-TZVPD.

Output
HOMO-LUMO gap (eV): 8.27
LUMO level (eV): -0.6
Net charge: 0

Each line ends with the Löwdin charge.
Atoms and positions in Å:
C1 -2.779 1.357 0.625  -0.12
C2 -2.615 -0.177 0.755  -0.36
N1 -1.387 -0.610 0.108  -0.06
H1 -2.571 1.657 -0.382  0.05
H2 -3.728 1.705 1.047  0.06
H3 -1.931 1.740 1.289  0.09
H4 -2.649 -0.333 1.833  0.10
H5 -3.460 -0.738 0.265  0.11
H6 -0.641 -0.472 0.829  -0.03
H7 -0.953 0.029 -0.544  0.00
S1 1.643 0.279 0.545  0.21
S2 1.816 -0.588 -1.368  0.28
H8 1.110 -0.229 1.714  -0.15
H9 2.447 -1.695 -0.861  -0.18


## 2
A cluster of 2 separate species, C2H9NS2 in total. Source: OMol25; level of theory: ωB97M-V/def2-TZVPD.

Output
HOMO-LUMO gap (eV): 9.29
LUMO level (eV): 0.2
Net charge: 0

Each line ends with the Löwdin charge.
Atoms and positions in Å:
C1 1.406 0.677 -0.891  -0.13
C2 1.401 0.998 0.587  -0.36
N1 0.175 0.702 1.321  -0.02
H1 2.246 1.113 -1.417  0.06
H2 0.508 0.939 -1.447  0.05
H3 1.364 -0.408 -1.079  0.06
H4 1.750 2.015 0.764  0.10
H5 2.181 0.412 1.080  0.10
H6 -0.642 1.173 0.942  0.05
H7 0.002 -0.267 1.060  0.01
S1 -1.761 -1.463 -0.820  0.23
S2 -2.966 -2.276 0.670  0.25
H8 -2.330 -0.251 -0.766  -0.20
H9 -3.333 -3.364 -0.003  -0.22


Energy comparison, zero being the most stable, in kJ/mol: 1 118.3; 2 0.0.


## 1
A cluster of 2 separate species, C2H2BrO2S2 in total. Source: OMol25; level of theory: ωB97M-V/def2-TZVPD.

Output
HOMO-LUMO gap (alpha / beta) (eV): 6.77 / 6.78
LUMO level (alpha / beta) (eV): 2.6 / 2.6
Net charge: -1

Each line ends with the Löwdin charge.
Atoms and positions in Å:
C1 0.200 -0.069 0.719  -0.80
C2 -0.809 0.456 -0.198  -1.24
O1 1.306 0.880 0.830  -0.09
O2 -0.074 -0.933 1.582  -0.06
S1 1.041 -1.129 -1.421  0.28
S2 -0.825 1.940 -0.845  0.62
Br1 -2.309 -0.773 -0.358  0.62
H1 0.478 -1.976 -0.577  -0.29
H2 0.992 1.604 0.266  -0.03


## 2
The ion C2H2BrO2S2 with charge -1. Source: OMol25; level of theory: ωB97M-V/def2-TZVPD.

Output
HOMO-LUMO gap (eV): 8.26
LUMO level (eV): 3.2
Net charge: -1

Each line ends with the Löwdin charge.
Atoms and positions in Å:
O1 0.820 -0.085 1.628  -0.13
C1 0.421 0.593 0.652  -0.91
O2 0.553 1.770 0.427  -0.04
C2 -0.349 -0.298 -0.345  -1.41
S1 0.132 -1.985 -0.106  0.64
S2 -0.045 0.271 -1.930  0.70
Br1 -2.407 -0.063 0.100  0.41
H1 0.856 -1.642 0.984  -0.11
H2 0.018 1.438 -1.410  -0.15


Energy comparison, zero being the most stable, in kJ/mol: 1 98.2; 2 0.0.


## 1
A cluster of 2 separate species, C2H6O2P in total. Source: OMol25; level of theory: ωB97M-V/def2-TZVPD.

Output
HOMO-LUMO gap (eV): 7.84
LUMO level (eV): 4.4
Net charge: -1

Each line ends with the Löwdin charge.
Atoms and positions in Å:
C1 -0.302 0.272 -1.448  -0.27
C2 0.762 -0.161 -0.505  -0.28
O1 0.791 -0.696 2.673  -0.48
O2 -1.582 -0.812 1.733  -0.48
P1 -0.248 -0.226 1.759  0.32
H1 0.135 0.143 -2.616  0.10
H2 -1.132 -0.336 -1.303  0.01
H3 -0.543 1.318 -1.354  0.04
H4 1.586 0.500 -0.416  0.00
H5 1.066 -1.277 -0.588  0.06
H6 -0.532 1.274 2.065  -0.01


## 2
The ion C2H6O2P with charge -1. Source: OMol25; level of theory: ωB97M-V/def2-TZVPD.

Output
HOMO-LUMO gap (eV): 7.10
LUMO level (eV): 4.2
Net charge: -1

Each line ends with the Löwdin charge.
Atoms and positions in Å:
C1 -1.310 1.271 -0.953  -0.23
P1 0.550 0.073 -0.963  0.51
C2 1.047 -0.347 0.894  -0.22
O1 1.676 -0.035 -1.975  -0.48
O2 -0.238 -1.297 -1.263  -0.30
H1 -1.094 2.212 -1.497  -0.13
H2 -1.258 1.386 0.091  -0.19
H3 1.645 0.388 1.526  0.04
H4 0.121 -0.618 1.343  -0.02
H5 1.565 -1.311 0.679  0.02
H6 -1.124 -1.088 -0.963  0.00


Energy comparison, zero being the most stable, in kJ/mol: 1 0.0; 2 116.6.